C45H60F3N7O6S3 | wB97M-V/def2-TZVPD

Output
HOMO level: -7.3 eV
electronic energy: -4079.6520 Ha
SMILES string: FC(F)(F)OCc1ccc2c(c1)Sc1c(CCCSC(=S)N(c3ccccc3)c3ccccc3)cccc1N2.CN(C)C=O.CN(C)C=O.CN(C)C=O.CN(C)C=O.CN(C)C=O
spin multiplicity: 1
total charge: 0
F_max: 0.0328 hartree/bohr

```
124
C45H60F3N7O6S3, DFT wB97M-V/def2-TZVPD
F -0.7070 4.7924 -1.0008
C -1.1134 6.0540 -1.0797
F -0.0721 6.7847 -1.4737
F -1.4203 6.4512 0.1530
O -2.1923 6.2314 -1.8419
C -1.9887 5.8983 -3.2373
C -2.3698 4.4756 -3.5396
C -3.6669 4.0044 -3.6407
C -3.9229 2.6794 -3.9252
C -2.8924 1.7638 -4.0954
C -1.6040 2.2357 -3.9688
C -1.3380 3.5624 -3.7026
S -0.2846 1.0698 -4.1891
C -1.0437 -0.3632 -3.4577
C -0.2955 -1.2870 -2.7221
C 1.1591 -1.0040 -2.4771
C 1.8115 -1.6701 -1.2430
C 1.0270 -1.6653 0.0738
S 0.1483 -0.1192 0.4202
C 0.1357 -0.1625 2.2179
S 1.3536 0.5494 3.0049
N -0.9175 -0.8016 2.9282
C -1.3927 -1.9760 2.2399
C -2.6259 -2.0813 1.6157
C -2.9835 -3.2592 0.9961
C -2.1225 -4.3439 0.9525
C -0.8856 -4.2299 1.5533
C -0.5310 -3.0584 2.1972
C -1.9640 0.0538 3.4150
C -2.0531 1.4083 3.1696
C -3.0802 2.1554 3.7170
C -4.0592 1.5724 4.4968
C -3.9704 0.2165 4.7423
C -2.9334 -0.5186 4.2250
C -0.9415 -2.4256 -2.2738
C -2.2927 -2.6128 -2.4952
C -3.0141 -1.6634 -3.1881
C -2.4001 -0.5282 -3.6899
N -3.1498 0.4241 -4.4141
H -2.5584 6.6030 -3.8293
H -0.9454 6.0182 -3.5075
H -4.4788 4.7008 -3.4986
H -4.9458 2.3407 -4.0143
H -0.3148 3.8991 -3.6315
H 1.3585 0.0607 -2.4450
H 1.7058 -1.3719 -3.3483
H 2.0575 -2.7015 -1.4933
H 2.7381 -1.1352 -1.0563
H 1.7541 -1.7909 0.8750
H 0.3708 -2.5213 0.1451
H -3.3129 -1.2496 1.6400
H -3.9484 -3.3564 0.5240
H -2.4075 -5.2502 0.4456
H -0.1729 -5.0399 1.5487
H 0.4253 -2.9778 2.6935
H -1.3233 1.9295 2.5704
H -3.1006 3.2115 3.5229
H -4.8600 2.1746 4.8944
H -4.7376 -0.2290 5.3559
H -2.8943 -1.5756 4.4419
H -0.3762 -3.1630 -1.7281
H -2.7697 -3.4996 -2.1124
H -4.0730 -1.8275 -3.3293
H -4.1348 0.2040 -4.3659
C -7.5132 6.2328 0.7302
N -6.7177 5.2671 0.0008
C -5.4689 5.6898 -0.6099
C -7.0947 3.9794 -0.1345
O -6.4676 3.1351 -0.7422
H -7.8075 7.0524 0.0713
H -6.9379 6.6416 1.5644
H -8.4104 5.7580 1.1221
H -5.5053 5.5140 -1.6848
H -4.6433 5.1099 -0.2006
H -5.2993 6.7484 -0.4280
H -8.0539 3.7553 0.3647
C 4.0613 1.5378 4.7586
N 5.4693 1.2844 5.0013
C 6.3651 1.1764 3.8557
C 5.9792 1.1500 6.2362
O 7.1533 0.9247 6.4733
H 3.6486 0.7305 4.1565
H 3.9469 2.4801 4.2190
H 3.5127 1.5962 5.6962
H 6.8523 0.2029 3.8392
H 7.1413 1.9397 3.9199
H 5.7959 1.3118 2.9392
H 5.2263 1.2633 7.0347
C 7.7525 -2.7744 -0.3683
N 6.3814 -2.3402 -0.5534
C 5.4291 -3.2373 -1.1843
C 5.9544 -1.1278 -0.1578
O 4.8144 -0.7213 -0.2877
H 8.2071 -3.0019 -1.3347
H 7.7812 -3.6694 0.2560
H 8.3299 -1.9911 0.1171
H 5.0226 -2.7768 -2.0859
H 4.6006 -3.4402 -0.5040
H 5.9231 -4.1700 -1.4437
H 6.7460 -0.5196 0.3100
C 8.4542 -4.2031 6.0725
N 8.3015 -3.0408 5.2229
C 7.4406 -1.9472 5.6559
C 8.9280 -2.9317 4.0395
O 8.8251 -1.9828 3.2827
H 7.4847 -4.6793 6.2347
H 8.8682 -3.9088 7.0390
H 9.1253 -4.9223 5.6070
H 6.6479 -1.7999 4.9204
H 8.0124 -1.0292 5.7351
H 7.0008 -2.1823 6.6216
H 9.5572 -3.8070 3.8003
C -4.0268 -4.0240 -7.4909
N -4.8795 -2.9356 -7.0557
C -6.2101 -2.8022 -7.6262
C -4.4786 -2.0413 -6.1383
O -5.1585 -1.1088 -5.7434
H -3.8468 -3.9525 -8.5653
H -4.5033 -4.9824 -7.2753
H -3.0724 -3.9805 -6.9707
H -6.3084 -1.8354 -8.1201
H -6.9611 -2.8586 -6.8378
H -6.3791 -3.5978 -8.3471
H -3.4580 -2.2231 -5.7675
```